[1]
{
  "formula": "C5H8BrNO",
  "method": "ωB97M-V/def2-TZVPD",
  "molar_mass_g_mol": 178.03,
  "energy_ha": -2899.22506,
  "spin_multiplicity": 1,
  "largest_force_ev_per_a": 4.85,
  "e_above_lowest_kcal_mol": 78.2,
  "orbital_gap_ev": 9.23,
  "symbols": ["C", "C", "C", "C", "C", "N", "O", "Br", "H", "H", "H", "H", "H", "H", "H", "H"],
  "xyz": [[3.054, -1.299, 0.074], [-1.479, -0.985, 0.654], [-1.079, 0.083, 0.045], [-0.677, 1.250, 0.912], [-1.169, 0.112, -1.462], [3.052, -0.102, 0.321], [2.930, -2.418, 0.181], [3.646, 1.349, -0.476], [-1.975, -1.815, -0.016], [-1.215, -1.296, 1.699], [-0.618, 2.251, 0.386], [0.295, 1.207, 1.451], [-1.253, 1.228, 1.868], [-2.065, -0.372, -1.817], [-0.320, -0.366, -1.941], [-1.126, 1.172, -1.880]]
}


[2]
{
  "formula": "C3H5N5",
  "method": "ωB97M-V/def2-TZVPD",
  "molar_mass_g_mol": 111.11,
  "energy_ha": -390.96821,
  "spin_multiplicity": 1,
  "largest_force_ev_per_a": 7.04,
  "e_above_lowest_kcal_mol": 94.3,
  "orbital_gap_ev": 9.23,
  "symbols": ["C", "C", "C", "H", "H", "H", "H", "H", "N", "N", "N", "N", "N"],
  "xyz": [[-1.386, -0.054, 0.014], [0.773, -0.836, -0.024], [0.816, 0.610, 0.020], [-2.823, 0.989, 0.251], [-1.057, -2.002, -0.122], [2.627, -0.844, 0.231], [1.509, 2.359, -0.295], [-0.758, 2.084, -0.461], [-2.649, 0.005, -0.238], [-0.607, -1.152, -0.105], [1.769, -1.495, 0.104], [1.860, 1.433, -0.305], [-0.475, 1.080, 0.592]]
}


[3]
{
  "formula": "C4H6O2",
  "method": "ωB97M-V/def2-TZVPD",
  "molar_mass_g_mol": 86.09,
  "energy_ha": -306.28889,
  "spin_multiplicity": 1,
  "largest_force_ev_per_a": 0.41,
  "e_above_lowest_kcal_mol": 136.4,
  "orbital_gap_ev": 10.08,
  "symbols": ["C", "O", "C", "C", "C", "O", "H", "H", "H", "H", "H", "H"],
  "xyz": [[-0.967, 1.699, -0.325], [-0.098, 1.875, 0.767], [0.136, 0.753, -0.074], [-0.253, -0.567, 0.452], [0.431, -1.706, -0.197], [1.222, -1.409, 0.965], [-1.985, 1.407, -0.070], [-0.864, 2.412, -1.142], [1.037, 0.839, -0.690], [0.350, -1.087, 1.591], [1.029, -1.523, -1.092], [-0.037, -2.692, -0.184]]
}


[4]
{
  "formula": "C5H19O8",
  "method": "ωB97M-V/def2-TZVPD",
  "molar_mass_g_mol": 207.20,
  "energy_ha": -803.82326,
  "spin_multiplicity": 1,
  "largest_force_ev_per_a": 5.81,
  "total_charge": -1,
  "e_above_lowest_kcal_mol": 92.5,
  "orbital_gap_ev": 7.08,
  "symbols": ["C", "O", "C", "C", "C", "C", "O", "O", "H", "H", "H", "H", "H", "H", "H", "H", "H", "H", "H", "O", "H", "H", "O", "H", "H", "O", "H", "H", "O", "H", "H", "O"],
  "xyz": [[-0.848, -0.096, -2.656], [-2.084, 0.642, -2.341], [0.331, 0.842, -2.828], [1.594, 0.554, -1.860], [1.514, 1.505, -0.698], [0.860, 1.002, 0.358], [-0.039, -0.162, 0.144], [0.723, 1.273, 1.565], [-1.239, -0.575, -3.585], [-0.753, -0.854, -1.881], [0.819, 0.669, -3.831], [0.164, 1.850, -2.848], [1.637, -0.541, -1.562], [2.495, 0.639, -2.459], [1.974, 2.481, -0.737], [-1.796, 1.467, -1.892], [-0.774, -0.112, 0.794], [2.291, -0.466, 1.906], [2.820, 0.946, 2.027], [3.079, 0.034, 2.205], [-2.405, 0.307, 1.708], [-2.791, -0.461, 2.798], [-2.959, -0.498, 1.851], [-1.393, 2.674, 2.791], [-0.948, 1.277, 2.591], [-1.650, 1.780, 3.007], [1.664, -2.454, 2.596], [0.292, -2.087, 1.928], [0.770, -2.744, 2.489], [-0.792, -2.448, 0.015], [-1.575, -3.172, -1.159], [-0.980, -3.271, -0.436]]
}


[5]
{
  "formula": "C4H4INOS",
  "method": "ωB97M-V/def2-TZVPD",
  "molar_mass_g_mol": 241.05,
  "energy_ha": -980.61761,
  "spin_multiplicity": 1,
  "largest_force_ev_per_a": 5.05,
  "e_above_lowest_kcal_mol": 19.9,
  "orbital_gap_ev": 8.91,
  "symbols": ["C", "C", "C", "C", "N", "O", "S", "I", "H", "H", "H", "H"],
  "xyz": [[1.127, 0.267, 2.638], [0.895, -1.033, 2.650], [0.262, -1.515, 0.970], [-0.225, -0.270, -0.981], [0.086, -0.324, 0.372], [0.033, -2.643, 0.668], [0.264, 1.107, 1.282], [1.418, -2.497, 3.972], [1.295, 0.829, 3.631], [0.342, -0.922, -1.517], [-1.226, -0.644, -1.073], [-0.114, 0.716, -1.497]]
}


[6]
{
  "formula": "C34H31F6N4",
  "method": "ωB97M-V/def2-TZVPD",
  "molar_mass_g_mol": 609.64,
  "energy_ha": -2132.27808,
  "spin_multiplicity": 1,
  "largest_force_ev_per_a": 1.77,
  "total_charge": 1,
  "orbital_gap_ev": 8.05,
  "symbols": ["C", "C", "N", "C", "C", "C", "N", "H", "H", "H", "H", "H", "H", "H", "H", "F", "C", "F", "F", "C", "N", "C", "C", "C", "C", "C", "C", "C", "C", "C", "C", "C", "C", "C", "C", "C", "N", "C", "C", "F", "F", "F", "C", "C", "C", "C", "C", "C", "C", "C", "C", "C", "H", "H", "H", "H", "H", "H", "H", "H", "H", "H", "H", "H", "H", "H", "H", "H", "H", "H", "H", "H", "H", "H", "H"],
  "xyz": [[1.575, -4.678, -0.935], [0.274, -3.961, -0.966], [-0.101, -2.662, -1.000], [-1.496, -2.596, -0.900], [-1.959, -3.865, -0.897], [-3.283, -4.483, -0.920], [-0.848, -4.671, -0.928], [2.422, -3.995, -0.879], [1.605, -5.356, -0.063], [1.664, -5.322, -1.824], [-2.019, -1.663, -0.839], [-4.064, -3.717, -0.918], [-3.403, -5.085, -1.835], [-3.433, -5.138, -0.046], [-0.893, -5.688, -0.903], [5.404, 2.383, 4.697], [4.762, 1.220, 4.403], [5.133, 0.835, 3.135], [5.248, 0.254, 5.255], [3.265, 1.306, 4.500], [2.707, -0.008, 4.169], [2.203, -0.733, 5.285], [1.040, -0.269, 5.926], [0.522, -0.975, 7.010], [1.194, -2.105, 7.499], [2.398, -2.520, 6.912], [2.888, -1.861, 5.783], [2.273, -0.313, 2.897], [1.847, -1.632, 2.651], [1.326, -1.991, 1.413], [1.150, -1.035, 0.410], [0.728, -1.472, -1.008], [0.053, -0.385, -1.841], [0.233, -0.368, -3.231], [-0.206, 0.722, -3.973], [-0.993, 1.725, -3.370], [-1.513, 2.798, -4.074], [-1.135, 3.032, -5.477], [-0.079, 4.100, -5.515], [0.330, 4.432, -6.770], [-0.537, 5.253, -4.917], [1.020, 3.700, -4.796], [-2.777, 3.365, -3.722], [-2.883, 4.547, -2.958], [-4.133, 5.145, -2.769], [-5.285, 4.539, -3.286], [-5.181, 3.378, -4.067], [-3.933, 2.810, -4.307], [-1.246, 1.649, -1.985], [-0.758, 0.585, -1.237], [1.611, 0.273, 0.650], [2.223, 0.625, 1.849], [3.018, 1.524, 5.546], [2.913, 2.067, 3.801], [0.563, 0.634, 5.526], [-0.409, -0.626, 7.463], [0.778, -2.645, 8.353], [2.950, -3.367, 7.329], [3.803, -2.192, 5.279], [1.895, -2.360, 3.456], [0.983, -3.017, 1.294], [1.640, -1.762, -1.538], [0.752, -1.194, -3.733], [0.037, 0.757, -5.030], [-0.728, 2.128, -5.930], [-2.005, 3.421, -6.019], [-1.978, 4.995, -2.536], [-4.209, 6.084, -2.212], [-6.270, 4.978, -3.103], [-6.062, 2.903, -4.504], [-3.807, 1.925, -4.943], [-1.823, 2.428, -1.490], [-0.989, 0.511, -0.170], [1.435, 1.037, -0.107], [2.573, 1.642, 1.981]]
}


[7]
{
  "formula": "C26H32Cl9GaN3O4PSiTe",
  "method": "ωB97M-V/def2-TZVPD",
  "molar_mass_g_mol": 1026.02,
  "energy_ha": -8440.88679,
  "spin_multiplicity": 1,
  "largest_force_ev_per_a": 0.70,
  "e_above_lowest_kcal_mol": 22.6,
  "orbital_gap_ev": 8.58,
  "symbols": ["Ga", "Cl", "C", "C", "C", "Cl", "C", "Cl", "C", "Cl", "C", "Cl", "C", "C", "C", "C", "C", "O", "C", "C", "C", "C", "C", "C", "Cl", "C", "C", "C", "N", "C", "N", "C", "N", "H", "H", "H", "H", "H", "H", "H", "H", "H", "H", "H", "H", "H", "H", "H", "H", "H", "H", "H", "H", "H", "H", "Cl", "Si", "Cl", "Cl", "C", "C", "O", "P", "O", "Te", "O", "C", "C", "H", "H", "H", "H", "H", "H", "H", "H", "H", "H"],
  "xyz": [[-1.570, -1.345, -2.210], [-4.511, -0.313, -4.228], [-4.525, -1.792, -3.309], [-3.389, -2.191, -2.637], [-3.430, -3.458, -2.075], [-1.914, -4.055, -1.410], [-4.544, -4.279, -2.061], [-4.491, -5.830, -1.322], [-5.706, -3.802, -2.664], [-7.139, -4.752, -2.637], [-5.692, -2.563, -3.305], [-7.118, -1.989, -4.083], [5.023, 2.842, -0.078], [4.184, 1.784, -0.806], [4.647, 1.708, -2.270], [2.730, 2.294, -0.820], [4.405, 0.401, -0.109], [5.799, 0.052, -0.217], [4.062, 0.337, 1.393], [2.735, 0.904, 1.895], [2.335, 0.439, 3.280], [1.018, 0.640, 3.697], [0.587, 0.251, 4.954], [1.489, -0.351, 5.818], [0.959, -0.851, 7.402], [2.798, -0.565, 5.436], [3.213, -0.170, 4.167], [3.824, -0.811, -0.867], [2.390, -1.053, -0.748], [1.427, -0.806, -1.622], [0.271, -1.209, -1.126], [0.604, -1.768, 0.073], [1.884, -1.697, 0.342], [4.842, 3.820, -0.528], [6.098, 2.656, -0.161], [4.763, 2.916, 0.981], [4.778, 2.720, -2.659], [3.903, 1.220, -2.907], [5.593, 1.177, -2.375], [2.677, 3.139, -1.512], [2.390, 2.654, 0.148], [2.009, 1.557, -1.169], [6.315, 0.677, 0.302], [4.878, 0.833, 1.930], [4.131, -0.719, 1.663], [1.922, 0.644, 1.219], [2.780, 1.995, 1.910], [0.310, 1.101, 3.015], [-0.438, 0.405, 5.264], [3.488, -1.041, 6.120], [4.242, -0.351, 3.883], [4.313, -1.697, -0.473], [4.067, -0.746, -1.925], [1.582, -0.312, -2.571], [-0.127, -2.193, 0.741], [0.658, -0.645, -5.324], [-0.337, -2.098, -4.205], [1.171, -3.472, -3.724], [-1.573, -3.081, -5.539], [-2.224, 2.639, 2.706], [-3.094, 2.086, 1.606], [-2.587, 0.779, 1.266], [-2.894, 0.097, -0.131], [-2.192, -1.247, -0.163], [-2.072, 1.357, -1.978], [-4.452, -0.135, -0.207], [-5.403, 0.811, -0.758], [-6.786, 0.281, -0.488], [-2.663, 3.554, 3.106], [-1.225, 2.865, 2.332], [-2.139, 1.916, 3.519], [-3.062, 2.727, 0.721], [-4.132, 1.983, 1.925], [-5.206, 0.899, -1.828], [-5.248, 1.790, -0.303], [-6.897, -0.717, -0.917], [-7.527, 0.935, -0.949], [-6.987, 0.223, 0.582]]
}


[8]
{
  "formula": "C6H12NO2",
  "method": "ωB97M-V/def2-TZVPD",
  "molar_mass_g_mol": 130.17,
  "energy_ha": -441.07556,
  "spin_multiplicity": 1,
  "largest_force_ev_per_a": 1.89,
  "total_charge": -1,
  "e_above_lowest_kcal_mol": 19.5,
  "orbital_gap_ev": 7.96,
  "symbols": ["N", "C", "C", "C", "C", "H", "H", "H", "H", "H", "H", "H", "H", "H", "O", "O", "C", "C", "H", "H", "H"],
  "xyz": [[-0.380, 0.165, 1.759], [-1.278, 0.978, 0.927], [0.947, 0.712, 1.442], [-0.552, 1.217, -0.416], [0.948, 1.037, -0.068], [-0.417, -0.803, 1.416], [-2.263, 0.486, 0.818], [-1.438, 1.940, 1.451], [1.075, 1.639, 2.032], [1.744, 0.006, 1.745], [-0.871, 0.466, -1.163], [-0.771, 2.219, -0.831], [1.545, 1.942, -0.295], [1.382, 0.196, -0.641], [-1.348, -1.341, -0.044], [0.850, -1.612, 0.478], [-0.139, -1.589, -0.305], [0.181, -1.871, -1.799], [0.417, -0.914, -2.294], [1.050, -2.543, -1.900], [-0.681, -2.330, -2.311]]
}